No. 1
DFT (the ωB97M-V functional and the def2-TZVPD basis) results for 2 unconnected molecules or ions with the total composition C3H10NOP in a non-equilibrium geometry.

Element x y z (Å)
C  2.641  0.116  0.213
C  -2.512  -0.604  -0.246
C  1.594  -0.465  -0.634
N  -0.118  1.269  -0.171
O  0.784  -1.276  -0.269
P  -1.092  0.281  0.537
H  3.140  -0.640  0.899
H  3.380  0.625  -0.416
H  2.103  0.786  0.827
H  -3.072  -0.070  -1.027
H  -3.350  -1.034  0.266
H  -2.143  -1.417  -0.839
H  1.393  0.063  -1.514
H  -0.629  2.080  -0.592
H  -0.324  -0.605  1.233
H  -1.796  0.891  1.730

**Energy**: -591.4114 Ha
**F_max**: 6.1 eV Å⁻¹
**Lowest unoccupied orbital energy (spin up / spin down)**: 1.045 / -2.140 eV
**⟨S²⟩**: 2.01
**Gap between HOMO and LUMO (spin up / spin down)**: 6.4 / 6.7 eV
**2S+1**: 3
**Highest occupied orbital energy (spin up / spin down)**: -0.1968 / -0.3260 Eh



No. 2
DFT (the ωB97M-V functional and the def2-TZVPD basis) results for a molecular structure, C9H12AsCl2LiS2 in a non-equilibrium geometry.

Element x y z (Å)
Li  0.355  -0.114  -0.121
Cl  -1.315  0.947  -1.300
C  -1.597  -0.375  -2.401
C  -2.157  -0.051  -3.623
C  -2.393  -1.045  -4.553
C  -2.046  -2.351  -4.248
C  -1.484  -2.657  -3.022
Cl  -1.062  -4.304  -2.715
C  -1.247  -1.684  -2.023
S  -0.627  -2.127  -0.464
H  -2.400  0.982  -3.832
H  -2.842  -0.804  -5.506
H  -2.206  -3.151  -4.958
C  0.014  2.115  2.462
As  1.661  1.133  2.174
C  2.985  2.037  3.259
C  1.339  -0.554  3.064
S  2.342  1.093  0.212
H  -0.132  2.242  3.534
H  -0.827  1.562  2.043
H  0.077  3.086  1.977
H  2.654  2.126  4.293
H  3.161  3.023  2.834
H  3.912  1.470  3.210
H  1.098  -0.343  4.106
H  2.228  -1.177  3.008
H  0.510  -1.079  2.589

**Energy**: -4310.2684 Ha
**F_max**: 1.1 eV Å⁻¹
**Lowest unoccupied orbital energy**: 0.072 eV
**Gap between HOMO and LUMO**: 7.2 eV
**Highest occupied orbital energy**: -0.2605 Eh



No. 3
DFT (the ωB97M-V functional and the def2-TZVPD basis) results for a molecular structure, C35H57CrN2O2 in a non-equilibrium geometry.

Element x y z (Å)
Cr  1.400  0.005  -0.805
C  -0.225  -1.656  -2.875
N  0.026  -1.614  -1.400
C  0.518  -2.958  -0.966
C  -1.296  -1.294  -0.676
C  -1.091  -0.582  0.690
N  -0.219  0.629  0.529
C  0.465  0.953  1.805
C  1.211  -0.103  2.615
C  1.048  -0.180  3.993
C  1.709  -1.178  4.760
C  2.734  -1.897  4.095
C  3.037  -1.741  2.697
C  2.172  -0.931  1.904
O  2.073  -1.129  0.588
C  4.343  -2.395  2.203
C  5.529  -1.982  3.138
C  4.794  -1.747  0.888
C  4.055  -3.885  2.112
C  1.281  -1.518  6.217
C  1.925  -2.908  6.626
C  1.738  -0.490  7.306
C  -0.241  -1.736  6.161
C  -0.957  1.870  0.092
C  -1.646  1.806  -1.248
C  -3.018  2.198  -1.292
C  -3.679  2.190  -2.527
C  -2.883  1.929  -3.678
C  -1.495  1.809  -3.684
C  -0.872  1.584  -2.409
O  0.344  1.177  -2.289
C  -0.702  2.186  -4.932
C  -1.577  2.839  -6.000
C  -0.089  0.900  -5.527
C  0.372  3.217  -4.517
C  -5.191  2.337  -2.649
C  -5.773  1.330  -3.636
C  -5.622  3.794  -3.106
C  -5.850  2.026  -1.265
H  -1.043  -2.343  -3.091
H  0.670  -2.007  -3.475
H  -0.481  -0.645  -3.206
H  -0.236  -3.713  -1.319
H  0.601  -2.948  0.170
H  1.504  -3.239  -1.409
H  -1.818  -2.269  -0.526
H  -1.946  -0.671  -1.315
H  -0.533  -1.254  1.354
H  -2.036  -0.320  1.169
H  -0.306  1.488  2.432
H  1.103  1.784  1.535
H  0.403  0.522  4.529
H  3.344  -2.636  4.637
H  5.630  -0.921  3.243
H  6.483  -2.363  2.819
H  5.377  -2.429  4.124
H  4.807  -0.658  0.961
H  4.097  -2.010  0.095
H  5.820  -2.034  0.681
H  3.883  -4.290  3.136
H  4.957  -4.454  1.721
H  3.204  -4.137  1.457
H  2.923  -2.805  7.027
H  1.944  -3.617  5.819
H  1.245  -3.287  7.437
H  2.774  -0.212  7.139
H  1.617  -1.008  8.254
H  1.154  0.412  7.275
H  -0.530  -2.461  5.390
H  -0.734  -0.819  5.928
H  -0.530  -2.069  7.140
H  -0.220  2.677  0.183
H  -1.758  2.051  0.823
H  -3.435  2.539  -0.378
H  -3.422  1.954  -4.652
H  -2.328  2.178  -6.435
H  -1.066  3.172  -6.890
H  -2.089  3.667  -5.538
H  -0.872  0.197  -5.836
H  0.508  0.434  -4.800
H  0.466  1.267  -6.423
H  -0.068  4.077  -4.007
H  1.006  3.565  -5.324
H  1.035  2.649  -3.804
H  -5.420  1.462  -4.645
H  -6.880  1.414  -3.623
H  -5.506  0.300  -3.346
H  -5.202  4.079  -4.094
H  -5.311  4.485  -2.308
H  -6.724  3.835  -3.079
H  -5.582  1.039  -0.886
H  -6.951  2.104  -1.446
H  -5.565  2.840  -0.579
C  3.218  0.574  -1.662
H  3.904  0.368  -0.817
H  3.085  1.647  -1.932
H  3.482  -0.022  -2.575

**Energy**: -2672.2555 Ha
**F_max**: 2.6 eV Å⁻¹
**Lowest unoccupied orbital energy (spin up / spin down)**: -0.437 / 0.420 eV
**⟨S²⟩**: 3.81
**Gap between HOMO and LUMO (spin up / spin down)**: 6.8 / 7.7 eV
**2S+1**: 4
**Highest occupied orbital energy (spin up / spin down)**: -0.2656 / -0.2670 Eh



No. 4
DFT (the ωB97M-V functional and the def2-TZVPD basis) results for a gas-phase ion, C4H6NOS (charge -1) in a non-equilibrium geometry.

Element x y z (Å)
C  -0.774  -0.245  0.289
C  -3.106  -0.493  0.189
C  0.350  -0.009  1.254
C  -0.499  -0.048  -1.193
N  -1.877  -0.418  0.828
O  -3.512  -1.599  -0.131
S  -3.847  1.041  -0.053
H  0.440  1.071  1.646
H  0.276  -0.510  2.242
H  1.300  -0.394  0.915
H  -0.301  -0.942  -1.584
H  0.350  0.744  -1.219
H  -1.365  0.266  -1.597

**Energy**: -684.2287 Ha
**F_max**: 5.9 eV Å⁻¹
**Lowest unoccupied orbital energy**: 3.720 eV
**Gap between HOMO and LUMO**: 6.8 eV
**Net charge**: -1
**Highest occupied orbital energy**: -0.1149 Eh
**SMILES**: CC(C)=NC([O-])=S